Record 1
Here is a structure of composition C19H15Cl3N5O5STi from OMol25. Energies are from ωB97M-V/def2-TZVPD.

XYZ file:
```
49
C19H15Cl3N5O5STi ωB97M-V/def2-TZVPD
Ti 0.6592 0.1376 -1.5805
N -1.6214 -2.2290 3.9830
C -1.2818 -1.0730 3.2959
C -1.9309 -0.7398 2.1019
C -1.5696 0.3924 1.4029
C -0.5368 1.1980 1.8706
C 0.1267 0.8673 3.0389
C -0.2458 -0.2602 3.7527
S -0.1189 2.6815 1.0172
O -1.2687 3.5483 1.0318
O 1.1021 3.1825 1.6149
N 0.1522 2.0962 -0.4708
C 0.5465 2.9153 -1.4660
N 0.9227 2.1851 -2.5471
C 1.2702 2.8172 -3.6572
C 1.2810 4.1994 -3.7114
C 0.9492 4.8590 -2.5312
N 0.5891 4.2504 -1.4110
H -2.5038 -2.6497 3.7471
H -1.4106 -2.2437 4.9659
H -2.7072 -1.3916 1.7174
H -2.0732 0.6488 0.4789
H 0.9217 1.5105 3.3949
H 0.2736 -0.5191 4.6685
H 1.5647 2.1932 -4.4936
H 1.5629 4.7367 -4.6034
H 0.9820 5.9434 -2.4870
Cl -3.4050 -5.6260 0.1997
C -2.2621 -4.3073 0.0253
C -1.1964 -4.2173 0.9308
C -0.3082 -3.1748 0.8010
C -0.4386 -2.2091 -0.2092
O 0.4460 -1.2241 -0.2734
C -1.5244 -2.3131 -1.1285
C -1.7171 -1.3822 -2.1753
O -0.9707 -0.3371 -2.3283
C -2.4290 -3.3945 -0.9759
H -1.0926 -4.9492 1.7193
H 0.5156 -3.0583 1.4942
H -2.5167 -1.5344 -2.8993
H -3.2607 -3.4855 -1.6636
Cl 3.3886 0.4350 -0.5931
C 3.1903 0.7508 1.1442
Cl 4.7511 0.8393 1.9793
H 2.6257 -0.0780 1.5569
H 2.6706 1.6971 1.2658
O 3.3759 -0.4592 -4.9238
C 2.6330 -0.5547 -3.9946
N 1.8896 -0.6743 -3.0754
```

Output
Charge ... -1
HOMO (alpha / beta) ... -3.0 / -3.0 eV
E_LUMO (alpha / beta) ... 2.5 / 2.6 eV
Kohn-Sham gap (alpha / beta) ... 5.45 / 5.57 eV


Record 2
Here is an isolated molecule of C5H8N2 from OMol25. Energies are from ωB97M-V/def2-TZVPD.

XYZ file:
```
15
C5H8N2 ωB97M-V/def2-TZVPD
C 1.7966 0.0701 0.4387
C 1.8534 -1.2264 -0.2497
C -1.0019 0.0169 0.7388
C -2.0342 0.5720 -0.4356
C 0.3035 0.3932 0.1650
N -1.0586 0.9849 -1.4864
N 0.1611 0.8546 -1.0941
H 2.1893 0.0846 1.5491
H 2.4158 0.8652 -0.0525
H 2.2431 -1.2189 -1.2586
H 1.1418 -1.8682 0.2552
H -1.4495 0.4636 1.7038
H -1.2007 -1.0644 0.7132
H -2.6290 -0.2691 -0.7071
H -2.7307 1.3420 -0.2799
```

Output
Charge ... 0
HOMO (alpha / beta) ... -8.4 / -8.2 eV
E_LUMO (alpha / beta) ... -0.4 / 0.1 eV
Kohn-Sham gap (alpha / beta) ... 8.00 / 8.36 eV


Record 3
Here is an isolated molecule of C3H3Br2NO from OMol25. Energies are from ωB97M-V/def2-TZVPD.

XYZ file:
```
10
C3H3Br2NO ωB97M-V/def2-TZVPD
C -0.5436 1.0057 -0.6985
C 0.3582 -0.6442 0.5638
C 0.2622 -0.0972 -0.8041
N -1.0731 -0.6104 0.8489
O -1.0745 2.0252 -0.7223
Br 2.2490 0.3728 -1.7731
Br -1.6588 0.3706 2.2868
H 0.9659 -1.6119 0.4857
H 0.8142 0.0993 1.1769
H -0.2995 -0.9098 -1.3641
```

Output
Charge ... 0
HOMO (alpha / beta) ... -8.2 / -9.1 eV
E_LUMO (alpha / beta) ... -1.4 / -1.4 eV
Kohn-Sham gap (alpha / beta) ... 6.85 / 7.70 eV


Record 4
Here is a cluster of 2 separate species, CHBrClNO2 in total from OMol25. Energies are from ωB97M-V/def2-TZVPD.

XYZ file:
```
7
CHBrClNO2 ωB97M-V/def2-TZVPD
C -0.0560 -0.0293 0.0591
N 1.1107 -0.5841 -0.4189
O 1.2945 -0.5597 -1.6284
O 1.9486 -1.0261 0.3183
Cl -3.1353 1.5031 0.2647
Br -0.3404 0.1293 1.8140
H -0.8220 0.5666 -0.4086
```

Output
Charge ... 0
HOMO (alpha / beta) ... -11.0 / -9.9 eV
E_LUMO (alpha / beta) ... -2.5 / -4.6 eV
Kohn-Sham gap (alpha / beta) ... 8.54 / 5.33 eV


Record 5
Here is a cluster of 2 separate species, C4H12 in total from OMol25. Energies are from ωB97M-V/def2-TZVPD.

XYZ file:
```
16
C4H12 ωB97M-V/def2-TZVPD
C 0.4505 -1.2531 1.1231
C 0.7460 -2.7207 1.2277
H 0.0779 -0.9805 0.1729
H -0.2419 -0.9823 1.9998
H 1.4090 -0.7808 1.3265
H 1.3436 -2.9291 2.1332
H 1.4317 -3.1550 0.3874
H -0.1157 -3.4122 1.3276
C -0.8292 1.5618 -1.7652
C -0.4063 2.4427 -0.6035
H -1.3624 2.0379 -2.5743
H 0.0105 1.1556 -2.2209
H -1.4653 0.7569 -1.5098
H -0.9247 2.2640 0.2938
H -0.6282 3.4618 -0.9218
H 0.6994 2.3790 -0.3072
```

Output
Charge ... 0
HOMO ... -11.6 eV
E_LUMO ... 1.1 eV
Kohn-Sham gap ... 12.77 eV


Record 6
Here is a cluster of 3 separate species, CH6O4 in total from OMol25. Energies are from ωB97M-V/def2-TZVPD.

XYZ file:
```
11
CH6O4 ωB97M-V/def2-TZVPD
O -0.2188 0.4590 1.2801
C -0.2271 0.1055 0.1411
O 0.7690 -0.5244 -0.4358
H -1.0988 0.1935 -0.5208
H 1.4682 -0.3419 -1.1295
O 2.1572 0.0691 -2.4922
H 2.0559 -0.3135 -3.3602
H 2.2068 1.0240 -2.6769
O -2.4910 0.0935 3.1801
H -2.8391 -0.7337 3.4876
H -1.7821 -0.0311 2.5266
```

Output
Charge ... 0
HOMO ... -10.6 eV
E_LUMO ... 0.0 eV
Kohn-Sham gap ... 10.60 eV


Relative energy (zero: lowest compared OMol25 entry of this formula, charge and spin), respectively: 0.59 119.05 83.16 72.75 14.96 26.25 kcal/mol.